The following is a quantum chemistry calculation of a cluster of 4 separate species, C36H75NO12 in total, from the OMol25 dataset.

Properties
E_LUMO = 0.13 eV
HOMO-LUMO gap = 6.7 eV
structure (SMILES) = CCC[C@@H](OC#N)OC[C@@H](CC[C@@H](C)CCC=C(C)C)OC.COCCOCCOC.COCCOCCOC.COCCOCCOC
HOMO = -0.2421 hartree

```
! RIJCOSX wB97M-V def2-TZVPD def2/J DEFGRID3
* xyz 0 1
C 5.326 -1.014 0.404
C 3.704 -1.096 0.145
C 2.990 0.228 0.876
C 1.570 -0.309 1.493
O 1.868 -0.735 2.900
C 1.566 -2.174 3.004
N 1.017 -3.369 3.046
O 0.508 0.703 1.599
C 0.020 1.150 0.286
C -0.785 0.016 -0.583
C 0.044 -0.456 -1.957
C 0.384 -2.059 -1.895
C 1.276 -2.632 -3.145
C 2.556 -1.700 -3.573
C 1.890 -4.157 -2.869
C 0.846 -5.156 -2.095
C 1.723 -6.505 -1.636
C 2.255 -6.452 -0.219
C 1.370 -6.759 1.127
C 3.823 -6.016 -0.021
O -1.249 -1.149 0.187
C -2.451 -0.856 0.982
H 5.810 -1.968 -0.070
H 5.712 -0.056 -0.178
H 5.480 -0.930 1.566
H 3.218 -2.112 0.464
H 3.556 -0.976 -1.033
H 2.899 1.033 0.033
H 3.707 0.668 1.697
H 1.249 -1.301 0.937
H 0.859 1.683 -0.377
H -0.771 2.017 0.507
H -1.769 0.544 -1.004
H -0.624 -0.240 -2.921
H 0.976 0.249 -2.014
H 0.911 -2.415 -0.905
H -0.655 -2.646 -1.929
H 0.584 -2.737 -4.103
H 3.528 -2.029 -2.975
H 2.392 -0.546 -3.468
H 2.796 -1.889 -4.727
H 2.952 -4.071 -2.367
H 2.067 -4.621 -3.948
H -0.046 -5.524 -2.767
H 0.391 -4.733 -1.103
H 1.909 -7.432 -2.325
H 2.108 -6.981 2.035
H 0.738 -5.809 1.463
H 0.574 -7.629 1.000
H 4.553 -6.691 -0.645
H 4.157 -5.911 1.115
H 3.926 -4.918 -0.471
H -3.350 -1.587 0.711
H -2.218 -1.024 2.130
H -2.841 0.242 0.871
C 1.616 6.261 -5.701
O 0.924 6.412 -4.469
C -0.349 5.762 -4.482
C -0.808 5.462 -3.054
O -0.185 4.293 -2.504
C 1.184 4.449 -2.105
C 1.335 5.247 -0.808
O 1.244 6.648 -1.072
C 0.888 7.388 0.085
H 1.039 6.698 -6.519
H 2.573 6.782 -5.620
H 1.813 5.203 -5.895
H -0.298 4.828 -5.053
H -1.061 6.442 -4.962
H -1.879 5.232 -3.083
H -0.687 6.323 -2.393
H 1.788 4.862 -2.915
H 1.550 3.433 -1.922
H 2.323 5.058 -0.373
H 0.560 4.940 -0.098
H -0.100 7.080 0.442
H 0.841 8.446 -0.185
H 1.635 7.254 0.871
C 0.076 -10.393 4.611
O -1.013 -10.872 3.832
C -1.613 -9.838 3.049
C -2.366 -10.438 1.861
O -1.498 -10.795 0.776
C -0.717 -11.982 0.971
C -1.546 -13.263 0.844
O -2.254 -13.520 2.059
C -3.375 -14.365 1.855
H -0.262 -9.618 5.303
H 0.481 -11.232 5.182
H 0.863 -10.006 3.959
H -0.851 -9.141 2.685
H -2.315 -9.301 3.697
H -3.032 -9.668 1.458
H -2.997 -11.279 2.156
H -0.163 -11.943 1.911
H 0.023 -11.977 0.165
H -0.882 -14.115 0.665
H -2.245 -13.164 0.007
H -4.092 -13.888 1.179
H -3.866 -14.523 2.819
H -3.060 -15.331 1.453
C -3.226 13.155 -1.175
O -3.434 12.291 -0.066
C -3.111 10.933 -0.370
C -2.811 10.156 0.913
O -1.484 10.391 1.406
C -1.275 11.659 2.043
C -1.902 11.733 3.437
O -3.302 12.004 3.340
C -4.005 11.606 4.506
H -3.856 12.854 -2.016
H -3.495 14.169 -0.872
H -2.172 13.148 -1.466
H -2.244 10.885 -1.038
H -3.979 10.493 -0.872
H -2.847 9.087 0.678
H -3.559 10.336 1.687
H -1.599 12.482 1.402
H -0.189 11.751 2.155
H -1.447 12.553 4.002
H -1.731 10.788 3.965
H -3.913 10.525 4.653
H -5.063 11.844 4.367
H -3.631 12.142 5.382
*
```

---

The following is a quantum chemistry calculation of a structure of composition C36H76BeClN4O8, from the OMol25 dataset.

Properties
E_LUMO = -8.81 eV
HOMO-LUMO gap = 0.9 eV
ΔE to the lowest compared entry with this formula, charge and spin = 7.754 eV
HOMO = -0.3574 hartree

```
! RIJCOSX wB97M-V def2-TZVPD def2/J DEFGRID3
* xyz 1 1
Be 3.500 -7.316 4.926
Cl -0.114 -2.569 3.098
O 0.242 -1.497 2.235
O -1.350 -2.432 3.799
O -0.068 -3.843 2.438
O 0.904 -2.593 4.016
C -9.359 -0.184 2.964
C -10.794 0.202 3.264
C -11.685 -0.375 2.120
C -13.199 -0.583 2.516
C -13.274 -1.327 3.833
C -12.466 -0.634 4.934
N -11.008 -0.576 4.543
O -10.242 -0.130 5.618
C -13.104 0.760 5.307
C -12.668 -1.528 6.074
C -10.892 1.747 3.375
H -9.191 0.206 1.960
H -9.089 -1.210 2.716
H -8.619 0.338 3.572
H -11.779 0.314 1.281
H -11.220 -1.275 1.718
H -13.547 -1.132 1.642
H -13.825 0.306 2.446
H -12.829 -2.306 3.654
H -14.307 -1.499 4.135
H -14.140 0.630 5.618
H -12.631 1.193 6.188
H -12.998 1.330 4.383
H -12.188 -1.083 6.945
H -13.721 -1.519 6.355
H -12.549 -2.601 5.922
H -11.743 2.160 2.834
H -10.107 2.220 2.784
H -10.708 2.179 4.359
H -10.500 0.781 5.781
C 8.327 9.610 0.486
C 6.863 9.864 0.897
C 5.900 10.349 -0.294
C 5.545 9.308 -1.372
C 4.969 8.139 -0.616
C 5.645 7.493 0.553
N 6.196 8.626 1.423
O 6.864 8.200 2.543
C 4.625 6.659 1.409
C 6.738 6.614 -0.009
C 6.812 11.023 1.956
H 8.687 10.440 -0.122
H 8.428 8.830 -0.268
H 8.867 9.457 1.420
H 5.084 11.009 -0.002
H 6.534 10.952 -0.944
H 6.430 8.946 -1.895
H 4.779 9.722 -2.027
H 4.850 7.381 -1.390
H 4.023 8.527 -0.237
H 3.812 7.327 1.693
H 4.090 5.831 0.945
H 4.933 6.343 2.406
H 7.413 6.470 0.835
H 6.310 5.683 -0.382
H 7.266 7.172 -0.782
H 5.841 11.514 2.022
H 7.564 11.803 1.845
H 7.077 10.866 3.001
H 6.339 8.581 3.251
C -4.877 -6.506 -9.847
C -4.868 -5.144 -9.120
C -6.090 -5.158 -8.217
C -6.185 -3.988 -7.218
C -4.945 -4.142 -6.286
C -3.582 -4.240 -7.102
N -3.688 -5.045 -8.273
O -2.514 -5.304 -8.994
C -3.021 -2.868 -7.605
C -2.580 -4.933 -6.198
C -5.019 -4.164 -10.205
H -5.721 -6.699 -10.509
H -4.825 -7.266 -9.067
H -3.981 -6.621 -10.458
H -6.968 -5.096 -8.859
H -6.178 -6.127 -7.726
H -7.171 -3.819 -6.784
H -5.986 -3.080 -7.788
H -5.161 -4.943 -5.579
H -4.976 -3.275 -5.627
H -2.411 -2.786 -8.505
H -3.880 -2.215 -7.755
H -2.548 -2.388 -6.749
H -1.630 -4.919 -6.731
H -2.512 -4.571 -5.172
H -2.765 -5.979 -5.951
H -5.848 -4.415 -10.866
H -4.110 -4.200 -10.806
H -5.362 -3.161 -9.950
H -2.640 -6.253 -9.062
C 8.589 -4.132 0.596
C 9.615 -3.645 1.545
C 9.751 -2.066 1.399
C 9.932 -1.192 2.720
C 10.732 -2.048 3.676
C 9.908 -3.333 4.120
N 9.115 -3.887 2.947
O 8.831 -5.268 3.238
C 10.950 -4.234 4.887
C 8.864 -2.975 5.202
C 11.018 -4.409 1.392
H 9.023 -4.093 -0.403
H 7.715 -3.484 0.523
H 8.279 -5.106 0.974
H 10.582 -1.811 0.741
H 8.851 -1.573 1.032
H 8.972 -0.885 3.134
H 10.551 -0.321 2.503
H 10.787 -1.393 4.546
H 11.809 -2.156 3.550
H 10.447 -5.021 5.449
H 11.659 -4.787 4.271
H 11.485 -3.651 5.637
H 8.061 -2.436 4.700
H 8.157 -3.733 5.540
H 9.145 -2.431 6.103
H 11.621 -4.388 2.300
H 11.567 -4.000 0.544
H 10.792 -5.444 1.135
H 9.692 -5.687 3.313
*
```

---

Which of these has the lowest HOMO-LUMO gap? C36H76BeClN4O8